(1)
DFT (ωB97M-V/def2-TZVPD) results for a structure of composition C52H56ClN3O2P2SiTi at a distorted geometry.

Output
E: -125486.51154 eV
total charge: +1
gap between HOMO and LUMO (alpha / beta): 6.02 / 6.11 eV
molecular weight: 928.39 g/mol
highest occupied orbital energy (alpha / beta): -9.27 / -9.72 eV
spin multiplicity: 2
⟨S²⟩: 0.763

Geometry as XYZ:
```
118
Properties=species:S:1:pos:R:3:forces:R:3:mulliken_charge:R:1
Ti -0.838 -0.426 -0.355 -1.15 1.03 -0.20 -0.464
Cl -0.494 -1.691 1.831 -0.33 -1.05 0.45 -0.010
P 0.640 1.171 2.180 -0.08 0.56 1.21 2.350
P -0.319 2.052 -1.474 0.98 0.50 -0.41 2.066
Si 0.644 -3.474 -0.851 -0.08 -1.34 -0.22 -0.516
O 0.919 -0.465 -0.633 1.86 -0.40 -0.56 1.045
O 2.911 0.477 -0.335 -0.19 -0.11 -0.04 -0.636
N -2.621 -0.242 0.560 -0.84 0.16 -0.12 0.970
N -3.137 -0.223 -1.721 -0.77 0.50 -0.18 -1.100
N -1.862 -0.668 -1.918 -0.41 -0.74 0.52 1.854
C -1.783 2.536 2.286 0.17 0.09 0.05 -0.585
C 1.374 -2.188 5.316 0.01 0.07 0.01 -0.831
C -5.305 0.467 1.056 0.03 0.04 -0.36 -0.659
C 1.928 2.365 2.737 0.05 0.01 -0.36 0.464
C 3.240 2.109 2.335 -0.02 0.06 0.00 -0.423
C -0.829 -0.871 -4.136 -0.07 0.05 0.26 -0.161
C -0.823 5.647 0.354 -0.07 0.01 0.01 -0.794
C -4.412 0.178 2.115 0.33 -0.18 -0.01 -0.977
C 1.834 0.452 -0.872 1.16 0.78 -0.36 0.064
C 2.109 -3.484 -2.135 -0.07 0.35 0.15 2.624
C -4.854 0.398 -0.221 -0.28 0.14 0.15 -0.936
C -3.509 -0.001 -0.478 0.40 -0.28 -0.11 0.016
C 0.571 -2.403 4.209 -0.27 -0.20 -0.22 -0.952
C 0.047 3.586 -0.547 -0.23 -0.21 0.29 0.102
C 3.496 -3.404 -1.487 -0.15 -0.09 0.16 -1.819
C -1.778 -2.347 -5.781 0.02 0.03 0.01 -0.762
C 2.705 4.286 3.961 0.00 0.08 0.04 -0.835
C -1.803 -1.240 -3.219 0.24 -0.10 -0.79 -0.632
C -2.227 2.869 -5.012 -0.04 0.02 -0.08 -0.866
C -2.138 2.357 5.021 0.03 -0.06 0.07 -0.756
C -0.807 2.816 -3.068 -0.50 -0.35 0.11 0.762
C -2.777 -2.693 -4.880 0.02 -0.01 0.00 -0.656
C -1.028 1.774 4.430 -0.05 0.00 -0.06 -0.608
C 2.008 -2.299 -3.093 -0.05 -0.05 0.09 -2.004
C 4.272 2.939 2.741 0.02 -0.01 -0.03 -0.880
C 4.006 4.033 3.555 0.00 0.01 -0.01 -0.717
C -1.849 2.275 -3.816 -0.02 -0.04 0.11 -0.392
C -2.881 3.138 2.880 -0.03 0.08 -0.01 -0.455
C -1.579 4.009 -5.459 0.01 -0.05 0.02 -0.614
C 1.667 3.461 3.551 -0.06 -0.11 -0.02 -0.354
C -1.015 4.472 -0.348 0.04 -0.03 -0.09 -0.476
C 1.979 -4.756 -2.987 -0.19 -0.05 0.20 -1.880
C 1.390 1.459 -1.921 -0.21 -0.21 0.37 -1.648
C 1.622 -5.976 0.171 0.00 0.13 -0.20 -2.222
C -0.972 -4.130 -1.620 0.36 0.14 0.03 -1.404
C -3.064 3.046 4.250 -0.02 0.00 -0.03 -0.891
C 2.097 -4.002 1.601 -0.02 0.01 -0.15 -1.647
C -0.545 4.558 -4.710 0.03 -0.02 -0.01 -0.817
C 0.436 5.958 0.853 0.03 -0.03 0.02 -0.679
C 0.450 -1.394 3.273 0.59 0.68 0.40 0.335
C 1.054 -0.150 3.414 -0.10 -0.25 -0.47 0.072
C 1.874 0.031 4.527 -0.05 -0.04 -0.04 -0.669
C -0.155 3.962 -3.523 0.08 -0.01 0.04 -0.528
C 1.048 -4.638 0.669 -0.04 0.29 -0.01 2.852
C 2.041 -0.981 5.460 0.00 0.01 0.07 -0.994
C 1.494 5.090 0.647 0.04 0.05 0.04 -0.490
C -0.229 -5.025 1.436 0.03 0.06 -0.20 -1.973
C -0.832 1.868 3.052 -0.03 -0.17 -0.21 0.586
C -2.797 -2.137 -3.616 0.00 0.06 0.27 -0.297
C -3.127 -0.143 1.827 -0.38 -0.02 0.71 -0.389
C 1.298 3.893 -0.029 0.00 -0.03 -0.16 -0.202
C -0.812 -1.430 -5.406 0.06 -0.06 -0.12 -0.712
H -4.740 0.213 3.143 0.06 0.01 0.04 0.560
H 2.804 -4.791 -3.703 0.02 0.02 -0.01 0.536
H 1.304 0.933 -2.873 -0.04 -0.02 0.02 0.705
H 3.453 1.258 1.703 0.03 -0.03 -0.05 0.419
H 2.009 -2.919 1.674 -0.01 0.06 0.10 0.101
H -1.877 4.473 -6.390 -0.02 0.02 0.01 0.400
H -0.035 -1.150 -6.105 -0.01 0.07 0.00 0.474
H 4.812 4.683 3.869 0.00 0.00 0.02 0.381
H -2.449 -0.344 2.642 0.06 0.01 -0.08 0.328
H 3.102 -4.211 1.236 0.02 0.04 0.04 0.443
H 2.019 -4.420 2.607 0.03 -0.03 0.04 0.531
H 2.135 3.219 -0.157 0.03 0.00 0.04 0.053
H 0.649 4.400 -2.944 -0.01 0.04 0.01 0.420
H -0.048 5.458 -5.047 0.04 -0.02 -0.02 0.451
H 2.481 5.331 1.019 0.01 -0.01 0.06 0.457
H -2.374 1.397 -3.460 -0.05 0.06 -0.01 0.444
H -3.039 2.446 -5.588 0.00 -0.02 0.00 0.481
H 2.570 -5.856 -0.348 0.00 -0.06 0.03 0.422
H 0.046 -5.643 2.295 0.00 -0.02 0.02 0.568
H 5.284 2.732 2.420 0.01 0.00 0.01 0.459
H -3.544 -3.401 -5.163 -0.03 0.00 0.00 0.421
H -0.887 -5.622 0.803 -0.04 -0.02 0.02 0.372
H 0.586 6.875 1.408 0.02 0.03 -0.04 0.425
H 2.009 -5.667 -2.393 0.03 -0.02 -0.08 0.362
H 2.117 2.259 -2.039 -0.05 0.01 0.02 0.899
H -1.857 -3.756 -1.102 0.02 -0.02 0.05 0.213
H -2.273 2.277 6.092 -0.02 0.00 0.01 0.460
H -0.807 -4.183 1.797 -0.06 0.08 0.08 0.258
H 0.658 3.670 3.879 0.01 0.06 -0.03 0.407
H 0.044 -3.337 4.073 0.04 -0.04 -0.03 0.587
H -1.765 -2.778 -6.772 0.01 -0.01 -0.01 0.449
H 1.044 -4.748 -3.550 0.02 -0.05 -0.06 0.311
H 0.926 -6.495 -0.491 0.00 -0.06 0.00 0.379
H -0.310 1.252 5.047 -0.01 0.00 0.04 0.476
H -3.578 -2.396 -2.915 0.00 0.00 0.01 0.466
H 2.215 -1.365 -2.577 0.01 0.09 -0.05 0.327
H 1.024 -2.251 -3.543 -0.10 0.06 -0.14 0.212
H 2.745 -2.412 -3.893 0.01 0.00 -0.02 0.722
H -1.057 -3.844 -2.666 0.00 0.05 -0.07 0.202
H -3.600 3.668 2.268 -0.02 -0.02 -0.01 0.534
H 3.736 -4.280 -0.886 0.03 0.03 0.00 0.359
H -1.989 4.239 -0.766 -0.03 0.04 0.03 0.537
H -6.333 0.724 1.270 -0.02 0.03 -0.05 0.445
H 3.585 -2.517 -0.857 0.06 0.01 0.02 0.248
H 2.681 -0.813 6.314 0.01 -0.01 0.01 0.433
H 2.492 5.133 4.600 0.00 0.01 0.01 0.417
H -3.930 3.495 4.717 0.01 0.04 0.00 0.393
H -1.664 2.587 1.212 -0.01 0.01 0.00 -0.081
H 1.799 -6.620 1.038 -0.01 -0.03 0.01 0.567
H -1.652 6.323 0.513 -0.01 0.01 -0.02 0.469
H 4.248 -3.332 -2.278 0.03 0.00 0.00 0.544
H -5.491 0.590 -1.072 0.03 0.00 -0.05 0.577
H -0.987 -5.222 -1.572 0.07 -0.03 0.04 0.683
H -0.098 -0.122 -3.866 0.04 -0.02 0.01 0.473
H 2.374 0.977 4.673 0.02 0.01 -0.01 0.537
H 1.479 -2.965 6.059 0.01 -0.02 -0.01 0.436
```
Forces are in eV/Å.

***

(2)
DFT (ωB97M-V/def2-TZVPD) results for an isolated molecule of C6H7ClNOPS at a distorted geometry.

Output
E: -42518.86484 eV
total charge: 0
gap between HOMO and LUMO: 8.25 eV
molecular weight: 207.62 g/mol
highest occupied orbital energy: -8.96 eV
SMILES string: NP(Cl)S[C@H]1C=CC=CC1=O

Geometry as XYZ:
```
18
Properties=species:S:1:pos:R:3:forces:R:3:mulliken_charge:R:1
Cl 2.145 -1.329 3.710 -0.09 -0.78 0.83 -0.218
S 0.140 -0.925 1.195 0.75 -0.60 0.00 -0.147
P 1.880 -0.081 2.157 -0.41 0.95 -1.44 0.255
O -1.935 1.346 0.356 0.85 -1.13 -0.77 -0.586
N 0.897 1.196 2.707 1.89 1.12 1.67 -0.518
C -1.312 0.542 -0.354 0.70 4.29 3.23 0.111
C 0.862 -0.234 -1.326 1.75 1.10 -0.56 -0.628
C 0.218 0.393 -0.190 -1.25 -2.35 0.74 -0.112
C -1.949 -0.215 -1.316 -1.62 -2.26 -3.27 -0.530
C 0.194 -0.804 -2.303 0.03 -0.43 -2.43 -0.393
C -1.237 -0.827 -2.307 -3.04 -1.83 -0.22 -0.061
H 1.918 -0.015 -1.524 -0.23 -0.40 0.56 0.334
H 1.388 1.891 3.351 -0.75 -1.17 -1.21 0.294
H 0.856 1.088 0.303 -0.48 1.47 -0.08 1.019
H -1.901 -1.491 -3.065 2.04 1.84 1.51 0.221
H 0.724 -1.065 -3.234 -0.30 -0.22 0.68 0.344
H -3.063 -0.210 -1.384 1.12 0.09 0.38 0.365
H 0.172 0.738 3.225 -0.98 0.31 0.37 0.252
```
Forces are in eV/Å.

***

(3)
DFT (ωB97M-V/def2-TZVPD) results for an isolated molecule of C5H4N2O at a distorted geometry.

Output
E: -10273.11327 eV
total charge: 0
gap between HOMO and LUMO: 8.61 eV
molecular weight: 108.10 g/mol
highest occupied orbital energy: -9.94 eV
SMILES string: C=C1C=NC=NC1=O

Geometry as XYZ:
```
12
Properties=species:S:1:pos:R:3:forces:R:3:mulliken_charge:R:1
O -1.135 -1.990 -0.120 -3.44 -0.57 -1.08 -0.483
N 0.942 -1.693 0.025 1.53 -1.04 -1.36 -0.381
N 1.838 0.679 -0.061 -1.51 -0.58 -1.64 -0.576
C 0.629 1.187 -0.200 2.90 1.52 0.59 0.068
C -1.723 0.729 0.101 -4.69 0.16 0.59 -0.726
C -0.291 -1.172 -0.228 -0.13 0.86 2.62 0.509
C -0.447 0.354 -0.032 -4.27 -2.89 -1.52 0.484
C 1.864 -0.885 -0.021 5.85 3.91 4.13 0.118
H -2.619 -0.083 0.093 2.70 1.55 0.06 0.217
H -2.307 1.753 0.282 2.38 -1.81 -0.53 0.263
H 0.240 2.291 -0.370 2.03 -1.74 0.51 0.249
H 3.009 -1.171 0.531 -3.33 0.63 -2.37 0.259
```
Forces are in eV/Å.

***

Question: Among the records above, which one has the highest total charge?
Answer: C52H56ClN3O2P2SiTi

***

Repeat the third record exactly.
DFT (ωB97M-V/def2-TZVPD) results for an isolated molecule of C5H4N2O at a distorted geometry.

Output
E: -10273.11327 eV
total charge: 0
gap between HOMO and LUMO: 8.61 eV
molecular weight: 108.10 g/mol
highest occupied orbital energy: -9.94 eV
SMILES string: C=C1C=NC=NC1=O

Geometry as XYZ:
```
12
Properties=species:S:1:pos:R:3:forces:R:3:mulliken_charge:R:1
O -1.135 -1.990 -0.120 -3.44 -0.57 -1.08 -0.483
N 0.942 -1.693 0.025 1.53 -1.04 -1.36 -0.381
N 1.838 0.679 -0.061 -1.51 -0.58 -1.64 -0.576
C 0.629 1.187 -0.200 2.90 1.52 0.59 0.068
C -1.723 0.729 0.101 -4.69 0.16 0.59 -0.726
C -0.291 -1.172 -0.228 -0.13 0.86 2.62 0.509
C -0.447 0.354 -0.032 -4.27 -2.89 -1.52 0.484
C 1.864 -0.885 -0.021 5.85 3.91 4.13 0.118
H -2.619 -0.083 0.093 2.70 1.55 0.06 0.217
H -2.307 1.753 0.282 2.38 -1.81 -0.53 0.263
H 0.240 2.291 -0.370 2.03 -1.74 0.51 0.249
H 3.009 -1.171 0.531 -3.33 0.63 -2.37 0.259
```
Forces are in eV/Å.

***

Question: What is the E in the third record?
Answer: -10273.11327 eV